Computed, not measured: a 2-piece molecular cluster, C9H24BFN4O3P overall at a distorted geometry, with ωB97M-V/def2-TZVPD.

Cartesian coordinates (Å):
C (-0.729, 1.953, 1.070)
C (-3.283, -1.918, -3.393)
N (-2.378, -2.653, -4.119)
F (-0.091, 2.387, 2.242)
H (0.024, 3.159, -2.211)
H (2.061, 1.393, 3.148)
C (2.891, 0.662, 1.305)
H (0.775, -1.969, 2.105)
C (-2.029, 1.244, 1.526)
H (-2.609, 1.802, 2.266)
H (-2.092, 3.925, -0.075)
H (4.305, -0.154, -0.103)
N (-0.418, -2.675, -0.188)
H (-2.608, -3.129, -4.969)
P (-0.851, 3.274, -0.259)
H (-2.097, -1.427, 0.133)
C (2.233, -0.705, 1.147)
N (-4.553, -1.881, -3.924)
H (0.957, -0.439, 2.878)
O (-2.983, -1.350, -2.370)
B (-0.397, -0.349, 1.136)
H (2.126, -0.884, 0.077)
H (-5.241, -1.352, -3.422)
H (0.220, 4.163, -0.012)
H (2.959, -1.437, 1.514)
H (4.640, 1.547, 0.349)
H (-0.758, -3.071, -1.063)
N (-0.792, 2.770, -1.754)
C (-1.038, -1.315, -0.057)
H (-0.956, -0.798, -1.008)
H (-1.440, -2.700, -3.765)
H (3.441, 0.315, 3.367)
H (-2.729, 1.038, 0.703)
C (0.921, -0.911, 1.898)
H (3.675, 1.981, 2.804)
H (0.577, -2.546, -0.348)
O (-0.097, 0.980, 0.435)
H (5.017, 0.250, 1.460)
C (4.310, 0.574, 0.702)
C (3.027, 1.111, 2.752)
O (-1.530, 0.059, 2.037)
H (-4.811, -2.347, -4.771)
H (2.351, 1.424, 0.756)

lowest unoccupied orbital energy = 2.7 eV
charge = -1
HOMO level = -4.1 eV
HOMO-LUMO gap = 6.762 eV